*A*
{"formula": "C2H15NO4", "method": "ωB97M-V/def2-TZVPD", "species": ["C", "C", "N", "H", "H", "H", "H", "H", "H", "H", "H", "H", "O", "H", "H", "O", "H", "H", "O", "H", "H", "O"], "coordinates": [[0.184, -0.712, -2.217], [-0.897, -0.970, -1.196], [-0.706, -0.059, -0.025], [1.167, -0.794, -1.721], [-0.003, -1.118, -3.213], [0.186, 0.369, -2.427], [-1.907, -0.765, -1.625], [-0.777, -1.985, -0.770], [-1.600, -0.070, 0.460], [-0.074, -0.573, 0.591], [-3.767, 0.881, 1.158], [-4.475, 0.034, 0.086], [-4.329, 0.122, 1.029], [2.305, 1.221, 0.340], [3.787, 1.125, 0.765], [2.972, 0.618, 0.730], [2.147, -0.880, 1.003], [1.946, -2.206, 1.813], [1.624, -1.700, 1.080], [0.372, 2.996, 0.501], [0.289, 1.610, -0.151], [0.940, 2.295, 0.129]], "nbo_charge": [-0.637, -0.218, -0.888, 0.225, 0.220, 0.201, 0.177, 0.188, 0.361, 0.397, 0.468, 0.471, -0.937, 0.511, 0.484, -0.993, 0.507, 0.473, -0.996, 0.482, 0.508, -1.004], "e_lumo_ev": 0.57, "homo_lumo_gap_ev": 10.42, "smiles": "CCN.O.O.O.O", "charge": 0}

*B*
{"formula": "C2H15NO4", "method": "ωB97M-V/def2-TZVPD", "species": ["C", "C", "N", "H", "H", "H", "H", "H", "H", "H", "H", "H", "O", "H", "H", "O", "H", "H", "O", "H", "H", "O"], "coordinates": [[-1.300, 1.371, -2.867], [-1.730, 0.469, -1.698], [-0.575, -0.006, -0.907], [-0.911, 0.838, -3.722], [-0.531, 2.069, -2.532], [-2.142, 1.993, -3.172], [-2.203, -0.423, -2.086], [-2.446, 1.028, -1.105], [-0.537, 0.464, -0.013], [0.317, 0.280, -1.311], [-1.761, 0.772, 1.753], [-2.319, 2.017, 2.416], [-2.249, 1.580, 1.556], [0.988, -0.403, 2.232], [1.862, -1.584, 2.540], [1.827, -0.798, 1.976], [3.726, -0.328, 1.131], [4.880, 0.647, 1.375], [4.490, 0.089, 0.693], [-0.282, -3.186, 0.070], [-0.829, -1.769, -0.118], [-0.951, -2.582, 0.410]], "nbo_charge": [-0.622, -0.225, -0.863, 0.207, 0.201, 0.214, 0.185, 0.204, 0.354, 0.369, 0.464, 0.474, -0.936, 0.474, 0.478, -0.948, 0.488, 0.463, -0.955, 0.462, 0.494, -0.985], "e_lumo_ev": 0.17, "homo_lumo_gap_ev": 9.97, "smiles": "CCN.O.O.O.O", "charge": 0}

Q: Which of them is the least stable? A: *B*.

*A*
{"formula": "C2H15NO4", "method": "ωB97M-V/def2-TZVPD", "species": ["C", "N", "C", "H", "H", "H", "H", "H", "H", "H", "H", "H", "O", "H", "H", "O", "H", "H", "O", "H", "H", "O"], "coordinates": [[1.899, -0.595, 0.404], [2.144, 0.766, -0.057], [1.172, 1.167, -1.077], [0.905, -0.673, 0.847], [1.966, -1.384, -0.357], [2.616, -0.780, 1.206], [3.086, 0.914, -0.384], [1.067, 0.384, -1.842], [1.474, 2.111, -1.533], [0.195, 1.386, -0.656], [-0.086, 2.069, 1.901], [1.328, 1.999, 1.257], [0.794, 2.479, 1.916], [-1.725, 1.238, 1.951], [-2.461, 0.349, 0.888], [-1.618, 0.511, 1.330], [-0.220, -2.073, -2.352], [-0.873, -3.449, -2.487], [-0.928, -2.621, -1.991], [-3.706, -1.839, -0.095], [-2.335, -1.993, -0.854], [-2.903, -1.381, -0.349]], "nbo_charge": [-0.425, -0.644, -0.423, 0.219, 0.158, 0.204, 0.364, 0.151, 0.203, 0.214, 0.455, 0.491, -0.970, 0.457, 0.501, -0.957, 0.484, 0.481, -0.954, 0.469, 0.506, -0.982], "e_lumo_ev": 0.34, "homo_lumo_gap_ev": 9.47, "smiles": "CNC.O.O.O.O", "charge": 0}

*B*
{"formula": "C2H15NO4", "method": "ωB97M-V/def2-TZVPD", "species": ["H", "O", "N", "H", "H", "C", "H", "H", "H", "C", "H", "H", "H", "O", "H", "H", "O", "H", "H", "O", "H", "H"], "coordinates": [[0.433, -0.047, -0.380], [1.397, 0.684, -0.790], [-0.597, -0.812, -0.497], [2.235, 0.201, -0.880], [-0.795, -1.244, -1.423], [-1.877, -0.149, -0.143], [-1.924, 0.809, -0.737], [-2.772, -0.812, -0.140], [-1.894, 0.275, 0.877], [-0.299, -1.960, 0.425], [-0.827, -2.858, 0.140], [0.778, -2.217, 0.414], [-0.505, -1.630, 1.457], [0.150, 2.052, 1.204], [0.685, 1.655, 0.451], [0.696, 2.791, 1.299], [0.671, -0.178, -3.119], [0.431, 0.330, -3.893], [1.096, 0.232, -2.430], [0.101, -0.023, 2.873], [0.860, -0.165, 3.401], [0.177, 0.741, 2.287]], "nbo_charge": [0.482, -1.137, -0.592, 0.469, 0.417, -0.446, 0.227, 0.201, 0.228, -0.445, 0.191, 0.206, 0.253, -0.983, 0.513, 0.471, -1.000, 0.476, 0.497, -0.999, 0.469, 0.501], "e_lumo_ev": 0.76, "homo_lumo_gap_ev": 10.73, "charge": 0}

Q: Which of them is the least stable? A: *B*.

*A*
{"formula": "C41H37N7O6", "method": "ωB97M-V/def2-TZVPD", "species": ["C", "C", "C", "C", "C", "C", "N", "C", "C", "C", "C", "C", "C", "C", "N", "N", "C", "C", "C", "C", "C", "C", "C", "C", "C", "C", "C", "O", "C", "C", "C", "C", "C", "C", "C", "C", "C", "C", "C", "H", "H", "H", "H", "H", "H", "H", "H", "H", "H", "H", "H", "H", "H", "H", "H", "H", "H", "H", "H", "H", "H", "H", "H", "H", "H", "H", "H", "H", "H", "H", "H", "H", "H", "H", "O", "N", "O", "C", "C", "C", "N", "O", "O", "C", "C", "N", "O", "N", "C", "H", "H"], "coordinates": [[-5.363, -2.094, 4.734], [-4.025, -1.472, 4.491], [-3.825, -0.699, 3.353], [-2.580, -0.132, 3.061], [-2.480, 0.616, 1.766], [-1.534, -0.311, 3.980], [-0.234, 0.218, 3.707], [0.080, 1.560, 3.470], [-0.883, 2.649, 3.500], [-0.719, 3.664, 2.530], [-1.764, 4.553, 2.284], [-2.930, 4.510, 3.056], [-3.022, 3.609, 4.124], [-1.984, 2.720, 4.387], [1.349, 1.688, 3.162], [1.897, 0.421, 3.261], [3.311, 0.260, 3.148], [4.111, 1.137, 3.902], [3.537, 2.216, 4.755], [5.496, 0.962, 3.876], [6.091, -0.055, 3.132], [7.577, -0.213, 3.121], [5.282, -0.900, 2.380], [3.900, -0.723, 2.319], [3.156, -1.558, 1.330], [0.930, -0.484, 3.480], [1.235, -1.886, 3.812], [2.219, -2.120, 4.549], [0.421, -2.995, 3.297], [0.691, -4.335, 3.861], [-0.551, -2.790, 2.273], [-0.337, -1.886, 1.210], [-1.207, -1.857, 0.123], [-2.413, -2.563, 0.153], [-2.694, -3.384, 1.251], [-1.747, -3.568, 2.248], [-1.733, -1.024, 5.165], [-0.698, -1.162, 6.236], [-2.968, -1.641, 5.380], [-5.347, -2.657, 5.672], [-6.145, -1.326, 4.792], [-5.627, -2.777, 3.915], [-4.647, -0.553, 2.650], [-1.449, 0.765, 1.432], [-3.009, 0.060, 0.977], [-2.974, 1.598, 1.848], [0.202, 3.686, 1.945], [-1.672, 5.273, 1.473], [-3.762, 5.183, 2.838], [-3.917, 3.594, 4.744], [-2.024, 2.059, 5.256], [4.364, 2.817, 5.149], [2.863, 2.859, 4.180], [2.983, 1.819, 5.615], [6.124, 1.633, 4.466], [7.849, -1.084, 2.520], [8.051, 0.675, 2.687], [7.970, -0.338, 4.137], [5.744, -1.699, 1.796], [3.889, -2.128, 0.742], [2.507, -2.297, 1.816], [2.567, -0.958, 0.622], [0.106, -5.094, 3.327], [1.762, -4.579, 3.773], [0.431, -4.374, 4.931], [0.548, -1.247, 1.225], [-0.953, -1.273, -0.756], [-3.110, -2.460, -0.679], [-3.659, -3.888, 1.323], [-1.925, -4.256, 3.084], [-1.219, -1.399, 7.174], [-0.001, -1.990, 6.033], [-0.124, -0.240, 6.394], [-3.113, -2.245, 6.277], [0.923, -4.537, -6.592], [1.762, -3.648, -6.367], [2.838, -3.542, -7.004], [1.548, -2.659, -5.327], [2.505, -1.667, -5.118], [2.352, -0.724, -4.068], [3.351, 0.300, -3.870], [4.291, 0.397, -4.691], [3.223, 1.053, -2.874], [1.240, -0.748, -3.205], [0.217, -1.689, -3.432], [-1.012, -1.815, -2.860], [-1.556, -2.962, -3.506], [-0.731, -3.452, -4.508], [0.364, -2.660, -4.469], [3.383, -1.609, -5.756], [1.104, -0.035, -2.393]], "lowdin_charge": [-0.047, -0.267, -0.003, -0.183, -0.028, -0.140, 0.155, -0.183, -0.159, -0.020, -0.075, -0.078, -0.072, -0.021, 0.195, 0.064, -0.092, -0.185, -0.049, -0.001, -0.264, -0.052, 0.001, -0.173, -0.026, -0.063, -0.420, -0.018, -0.215, -0.057, -0.204, -0.046, -0.121, -0.112, -0.093, -0.034, -0.188, -0.017, 0.007, 0.077, 0.087, 0.085, 0.132, 0.080, 0.083, 0.088, 0.117, 0.106, 0.107, 0.109, 0.124, 0.079, 0.066, 0.093, 0.122, 0.075, 0.086, 0.086, 0.119, 0.085, 0.079, 0.082, 0.073, 0.087, 0.084, 0.081, 0.064, 0.097, 0.102, 0.114, 0.085, 0.083, 0.091, 0.121, 0.096, -0.308, 0.058, -0.043, 0.108, -0.103, -0.307, 0.083, 0.066, 0.120, -0.202, 0.180, -0.032, 0.177, -0.136, 0.136, 0.137], "e_lumo_ev": -2.81, "homo_lumo_gap_ev": 3.29, "charge": 0}

*B*
{"formula": "C41H37N7O6", "method": "ωB97M-V/def2-TZVPD", "species": ["C", "C", "C", "C", "C", "C", "N", "C", "C", "C", "C", "C", "C", "C", "C", "C", "C", "O", "N", "C", "C", "C", "C", "C", "C", "C", "C", "C", "N", "C", "C", "C", "C", "C", "C", "C", "C", "C", "C", "H", "H", "H", "H", "H", "H", "H", "H", "H", "H", "H", "H", "H", "H", "H", "H", "H", "H", "H", "H", "H", "H", "H", "H", "H", "H", "H", "H", "H", "H", "H", "H", "H", "H", "H", "O", "N", "O", "C", "C", "C", "N", "O", "O", "C", "C", "N", "O", "N", "C", "H", "H"], "coordinates": [[-4.723, -1.803, 0.111], [-3.434, -1.069, -0.138], [-2.363, -1.144, 0.765], [-1.167, -0.441, 0.533], [-0.047, -0.432, 1.546], [-1.034, 0.219, -0.686], [0.254, 0.694, -1.037], [1.412, -0.055, -1.111], [1.625, -1.438, -0.654], [0.465, -2.384, -0.631], [0.427, -3.459, 0.391], [-0.280, -2.494, -1.850], [0.076, -1.801, -3.042], [-0.706, -1.874, -4.189], [-1.871, -2.649, -4.195], [-2.247, -3.350, -3.043], [-1.456, -3.305, -1.904], [2.751, -1.796, -0.252], [2.395, 0.817, -1.387], [3.804, 0.632, -1.458], [4.360, -0.307, -2.345], [3.539, -1.092, -3.307], [5.745, -0.484, -2.324], [6.564, 0.296, -1.507], [8.048, 0.087, -1.522], [5.981, 1.267, -0.688], [4.600, 1.459, -0.651], [4.021, 2.486, 0.267], [1.898, 2.103, -1.520], [0.617, 2.016, -1.266], [-0.312, 3.133, -1.194], [-0.135, 4.178, -2.129], [-1.116, 5.156, -2.260], [-2.228, 5.151, -1.404], [-2.323, 4.208, -0.372], [-1.356, 3.214, -0.243], [-2.082, 0.337, -1.605], [-1.943, 1.058, -2.912], [-3.295, -0.281, -1.281], [-5.409, -1.645, -0.731], [-4.548, -2.882, 0.218], [-5.208, -1.441, 1.027], [-2.449, -1.754, 1.668], [0.476, 0.533, 1.556], [-0.461, -0.601, 2.537], [0.686, -1.234, 1.408], [0.086, -4.398, -0.065], [1.428, -3.645, 0.807], [-0.270, -3.230, 1.216], [0.997, -1.212, -3.067], [-0.407, -1.305, -5.074], [-2.475, -2.712, -5.101], [-3.172, -3.935, -3.029], [-1.754, -3.864, -1.011], [4.205, -1.541, -4.054], [3.020, -1.922, -2.809], [2.811, -0.469, -3.842], [6.178, -1.244, -2.979], [8.543, 0.853, -0.920], [8.314, -0.898, -1.119], [8.442, 0.137, -2.543], [6.616, 1.899, -0.063], [4.842, 3.095, 0.660], [3.317, 3.143, -0.252], [3.504, 2.030, 1.124], [0.756, 4.167, -2.759], [-1.011, 5.923, -3.029], [-3.009, 5.904, -1.526], [-3.157, 4.244, 0.332], [-1.405, 2.497, 0.582], [-2.588, 0.579, -3.664], [-2.259, 2.109, -2.823], [-0.914, 1.036, -3.295], [-4.137, -0.170, -1.970], [-1.869, -0.757, 8.879], [-2.802, -0.885, 8.067], [-3.960, -1.224, 8.405], [-2.578, -0.670, 6.647], [-3.542, -1.024, 5.705], [-3.360, -0.679, 4.342], [-4.526, -0.543, 3.504], [-5.586, -1.114, 3.833], [-4.439, 0.188, 2.484], [-2.130, -0.183, 3.852], [-1.146, 0.186, 4.803], [-0.050, 0.977, 4.615], [0.322, 1.310, 5.958], [-0.476, 0.723, 6.906], [-1.363, -0.015, 6.190], [-4.482, -1.466, 6.023], [-2.064, 0.277, 2.872]], "lowdin_charge": [-0.035, -0.255, -0.013, -0.187, -0.017, -0.166, 0.142, -0.068, -0.375, -0.222, -0.060, -0.187, -0.048, -0.102, -0.113, -0.097, -0.042, 0.013, 0.061, -0.111, -0.186, -0.031, 0.005, -0.258, -0.054, 0.002, -0.185, -0.043, 0.204, -0.190, -0.158, -0.021, -0.072, -0.074, -0.066, -0.018, -0.179, -0.020, 0.014, 0.083, 0.088, 0.058, 0.121, 0.104, 0.036, 0.076, 0.078, 0.088, 0.074, 0.070, 0.106, 0.093, 0.102, 0.104, 0.088, 0.087, 0.088, 0.125, 0.074, 0.087, 0.083, 0.117, 0.080, 0.064, 0.093, 0.118, 0.108, 0.107, 0.111, 0.119, 0.090, 0.085, 0.084, 0.127, 0.093, -0.307, 0.065, -0.045, 0.110, -0.094, -0.293, 0.086, 0.062, 0.085, -0.210, 0.202, -0.042, 0.175, -0.140, 0.137, 0.109], "e_lumo_ev": -2.83, "homo_lumo_gap_ev": 3.10, "charge": 0}

Q: Which of them is the least stable? A: *B*.

*A*
{"formula": "C3H4FNO2", "method": "ωB97M-V/def2-TZVPD", "species": ["C", "C", "C", "N", "O", "O", "F", "H", "H", "H", "H"], "coordinates": [[-0.504, 1.029, 0.627], [1.099, -0.324, -0.710], [0.397, -0.040, 0.607], [-2.135, -0.194, -0.434], [-3.184, -0.740, -0.241], [-0.452, 2.203, 0.842], [-0.236, -1.261, 0.987], [0.379, -0.417, -1.562], [1.570, 0.546, -0.933], [2.012, -0.973, -0.695], [1.054, 0.172, 1.514]], "nbo_charge": [0.611, -0.634, 0.022, 0.102, -0.227, -0.455, -0.357, 0.248, 0.220, 0.247, 0.224], "e_lumo_ev": [-0.59, -0.50], "homo_lumo_gap_ev": [6.79, 6.88], "charge": 0}

*B*
{"formula": "C3H4FNO2", "method": "ωB97M-V/def2-TZVPD", "species": ["C", "C", "C", "N", "O", "O", "F", "H", "H", "H", "H"], "coordinates": [[0.092, -0.067, -1.413], [0.185, -0.551, 0.857], [-0.485, 0.958, 0.510], [0.615, -0.914, -0.440], [0.211, -0.185, -2.598], [-0.539, 1.019, -0.820], [0.177, 2.044, 0.991], [1.168, -0.568, 1.374], [-0.528, -1.076, 1.440], [-1.410, 1.183, 0.936], [0.514, -1.843, -0.838]], "nbo_charge": [0.877, -0.281, 0.472, -0.648, -0.569, -0.487, -0.352, 0.219, 0.205, 0.149, 0.415], "e_lumo_ev": 0.67, "homo_lumo_gap_ev": 11.32, "smiles": "O=C1NC[C@@H](F)O1", "charge": 0}

Q: Which of them is the least stable? A: *A*.